Record 1
Formula: C26H21Br2N7Os
Source: the Open Molecules 2025 dataset
Level of theory: ωB97M-V with the def2-TZVPD basis set

LUMO energy (spin up / spin down) ... -12.03 / -15.26 eV
Highest occupied orbital energy (spin up / spin down) ... -19.876 / -19.769 eV
Multiplicity ... 5
Charge ... +4

Cartesian coordinates (Å):
Os -0.6525 0.4296 0.6349
C -1.4197 -0.5337 3.4196
N -2.0825 0.0118 2.2014
C -3.2502 -0.7594 1.6887
C -3.3379 -0.5144 0.2165
N -2.2806 -0.0111 -0.4770
C -2.6512 0.0037 -1.8198
C -1.9511 0.3713 -2.9710
C -2.6017 0.2203 -4.1809
C -3.9120 -0.2669 -4.2509
C -4.6179 -0.6382 -3.1103
C -3.9605 -0.4992 -1.9030
N -4.3358 -0.8063 -0.5908
C 0.0110 -0.1017 3.3838
N 0.5835 0.3419 2.2309
C 1.9279 0.5690 2.5117
C 2.9881 0.9816 1.7006
C 4.2366 1.0653 2.2870
C 4.4305 0.7638 3.6399
C 3.3814 0.3495 4.4569
C 2.1370 0.2535 3.8651
N 0.8947 -0.1611 4.3573
H -1.4670 -1.6260 3.3990
H -1.9139 -0.2088 4.3378
H -2.4242 0.9462 2.4408
H -4.1781 -0.4877 2.1965
H -3.0865 -1.8255 1.8678
H -0.9449 0.7612 -2.9185
H -2.0881 0.4856 -5.0951
H -4.3864 -0.3553 -5.2193
H -5.6317 -1.0107 -3.1866
H -5.2367 -1.1853 -0.3141
H 2.8382 1.2290 0.6596
H 5.0837 1.3721 1.6883
H 5.4234 0.8568 4.0596
H 3.5529 0.1231 5.5018
H 0.7117 -0.4514 5.3135
Br 3.0493 3.8688 -3.7354
C 2.0341 2.8718 -2.5291
C 1.1364 3.5112 -1.6625
C 0.4152 2.7320 -0.7965
N 0.5341 1.3790 -0.7447
C 1.4049 0.7489 -1.5842
C 2.1581 1.4751 -2.4770
C 1.4527 -0.7206 -1.4427
C 2.2621 -1.5546 -2.1911
C 2.2124 -2.9303 -1.9592
Br 3.2974 -4.1030 -2.9556
C 1.3551 -3.4346 -0.9857
C 0.5788 -2.5333 -0.2811
N 0.6269 -1.2194 -0.5031
H 1.0103 4.5852 -1.6703
H -0.2886 3.1984 -0.1129
H 2.8501 0.9808 -3.1452
H 2.9314 -1.1726 -2.9499
H 1.2926 -4.4944 -0.7817
H -0.1033 -2.8810 0.4861

Per-atom Mulliken charges, elementary charge units: number 1, Os, carries 1.107; number 2, C, carries -0.578; number 3, N, carries -0.666; number 4, C, carries -0.580; number 5, C, carries 0.106; number 6, N, carries -0.024; number 7, C, carries 0.893; number 8, C, carries -0.008; number 9, C, carries -0.983; number 10, C, carries -0.544; number 11, C, carries -1.096; number 12, C, carries 0.267; number 13, N, carries 0.059; number 14, C, carries 0.105; number 15, N, carries -0.024; number 16, C, carries 0.927; number 17, C, carries 0.000; number 18, C, carries -0.981; number 19, C, carries -0.548; number 20, C, carries -1.097; number 21, C, carries 0.237; number 22, N, carries 0.060; number 23, H, carries 0.334; number 24, H, carries 0.591; number 25, H, carries 0.524; number 26, H, carries 0.592; number 27, H, carries 0.334; number 28, H, carries 0.465; number 29, H, carries 0.480; number 30, H, carries 0.449; number 31, H, carries 0.469; number 32, H, carries 0.303; number 33, H, carries 0.454; number 34, H, carries 0.483; number 35, H, carries 0.449; number 36, H, carries 0.470; number 37, H, carries 0.303; number 38, Br, carries 0.096; number 39, C, carries -0.522; number 40, C, carries -0.720; number 41, C, carries -0.573; number 42, N, carries 0.276; number 43, C, carries 0.192; number 44, C, carries -0.491; number 45, C, carries 1.192; number 46, C, carries -0.734; number 47, C, carries -0.426; number 48, Br, carries 0.033; number 49, C, carries -0.712; number 50, C, carries -0.343; number 51, N, carries 0.142; number 52, H, carries 0.506; number 53, H, carries 0.477; number 54, H, carries 0.703; number 55, H, carries 0.606; number 56, H, carries 0.487; number 57, H, carries 0.477

---

Record 2
Formula: C26H21BrF4KN5O6P
Source: the Open Molecules 2025 dataset
Level of theory: ωB97M-V with the def2-TZVPD basis set

LUMO energy ... 1.38 eV
Highest occupied orbital energy ... -4.664 eV
Multiplicity ... 1
Charge ... -1
ΔE to the lowest compared entry with this formula, charge and spin ... 0.00 kcal per mole

Cartesian coordinates (Å):
K -1.8107 0.3633 -3.5230
Br 1.2674 -1.1864 -4.5562
C 0.8618 -1.5023 -2.7269
C 1.8431 -1.2919 -1.7747
C 1.4815 -1.4785 -0.4550
C 0.1836 -1.8555 -0.1418
C -0.6808 -2.0758 -1.1921
N -0.3638 -1.9040 -2.4720
C -3.1620 -2.3137 -1.7554
O -3.9267 -3.1049 -0.8955
O -3.4853 -1.7282 -2.7337
H 2.8295 -0.9628 -2.0598
H 2.1966 -1.3088 0.3394
H -0.1389 -1.9530 0.8827
F -1.8081 -3.0046 3.4748
C -0.8517 -3.5628 2.7164
C 0.4537 -3.4879 3.1356
F 0.6871 -2.8885 4.3131
C 1.5402 -3.9900 2.3776
C 1.1343 -4.6497 1.1957
C -0.1747 -4.7208 0.7887
F -0.4405 -5.2794 -0.4060
C -1.2180 -4.1597 1.5145
C -2.5764 -4.0302 0.9495
C -2.7721 -3.2995 -0.1411
N -2.0198 -2.4838 -0.9911
C -3.7038 -4.7009 1.5262
N -4.6025 -5.2487 1.9884
F 2.0566 -5.1779 0.3762
C 2.9006 -3.8238 2.7559
C 3.3017 -3.0589 3.8829
N 3.6944 -2.4396 4.7755
C 3.9835 -4.3613 2.0112
N 4.9082 -4.7712 1.4531
C -1.7592 2.6764 1.3620
C -0.4507 1.8963 1.3438
C -0.5835 0.6353 2.1872
C 0.7026 2.7519 1.8525
O -0.1062 1.4268 0.0160
P -0.4416 2.1278 -1.3875
O -1.9220 2.1684 -1.6295
O 0.3588 1.4233 -2.4417
O 0.1220 3.6149 -1.1037
C 0.4576 4.5715 -2.1270
C -0.5828 4.5785 -3.2426
C 1.8419 4.2426 -2.6724
C 0.4655 5.9130 -1.4080
H -1.9953 2.9411 2.3947
H -2.5711 2.0789 0.9499
H -1.6819 3.5908 0.7749
H -0.8166 0.8927 3.2214
H 0.3500 0.0702 2.1816
H -1.3854 0.0038 1.7993
H 0.5229 3.0454 2.8886
H 0.8084 3.6467 1.2413
H 1.6334 2.1846 1.8106
H -0.5500 3.6407 -3.7981
H -0.3749 5.3978 -3.9337
H -1.5829 4.7028 -2.8276
H 1.8376 3.2505 -3.1215
H 2.5727 4.2550 -1.8621
H 2.1376 4.9817 -3.4205
H -0.5266 6.1344 -1.0121
H 0.7592 6.7115 -2.0917
H 1.1726 5.8863 -0.5779

Per-atom Mulliken charges, elementary charge units: number 1, K, carries 1.045; number 2, Br, carries -0.138; number 3, C, carries -0.068; number 4, C, carries -0.605; number 5, C, carries -1.206; number 6, C, carries 0.530; number 7, C, carries 0.356; number 8, N, carries -0.590; number 9, C, carries 0.317; number 10, O, carries -0.507; number 11, O, carries -0.622; number 12, H, carries 0.461; number 13, H, carries 0.583; number 14, H, carries 0.553; number 15, F, carries -0.458; number 16, C, carries 0.457; number 17, C, carries 0.196; number 18, F, carries -0.405; number 19, C, carries 0.585; number 20, C, carries 0.403; number 21, C, carries 0.637; number 22, F, carries -0.483; number 23, C, carries 0.408; number 24, C, carries -0.087; number 25, C, carries 0.666; number 26, N, carries 0.323; number 27, C, carries -0.387; number 28, N, carries -0.587; number 29, F, carries -0.413; number 30, C, carries 0.304; number 31, C, carries 0.063; number 32, N, carries -0.727; number 33, C, carries 0.067; number 34, N, carries -0.735; number 35, C, carries -1.689; number 36, C, carries 1.858; number 37, C, carries -1.750; number 38, C, carries -1.502; number 39, O, carries 0.151; number 40, P, carries 0.394; number 41, O, carries -0.931; number 42, O, carries -0.754; number 43, O, carries 0.212; number 44, C, carries 1.537; number 45, C, carries -1.485; number 46, C, carries -1.533; number 47, C, carries -1.860; number 48, H, carries 0.499; number 49, H, carries 0.327; number 50, H, carries 0.234; number 51, H, carries 0.571; number 52, H, carries 0.283; number 53, H, carries 0.316; number 54, H, carries 0.434; number 55, H, carries 0.142; number 56, H, carries 0.328; number 57, H, carries 0.220; number 58, H, carries 0.482; number 59, H, carries 0.353; number 60, H, carries 0.258; number 61, H, carries 0.325; number 62, H, carries 0.437; number 63, H, carries 0.379; number 64, H, carries 0.468; number 65, H, carries 0.364

---

Record 3
Formula: C26H21BrN6O4S2V
Source: the Open Molecules 2025 dataset
Level of theory: ωB97M-V with the def2-TZVPD basis set

LUMO energy (spin up / spin down) ... -8.39 / -7.75 eV
Highest occupied orbital energy (spin up / spin down) ... -12.237 / -12.236 eV
Multiplicity ... 2
Charge ... +2
ΔE to the lowest compared entry with this formula, charge and spin ... 0.90 kcal per mole

Cartesian coordinates (Å):
V -0.5440 -0.8481 -0.4948
O -3.8480 -2.0280 -1.7564
S -2.5060 -2.3611 -1.4547
O -1.4912 -1.4529 -2.1299
N -1.9444 -2.0694 0.0553
C -1.8200 -3.2880 0.8070
S -1.5366 -3.3520 2.3807
C -1.9164 -4.4266 -0.1437
C -1.7820 -5.7716 0.1605
C -1.9208 -6.6986 -0.8642
C -2.2062 -6.3067 -2.1716
C -2.3670 -4.9660 -2.4930
C -2.1888 -4.0607 -1.4633
H -1.5767 -6.0794 1.1769
H -1.8147 -7.7516 -0.6411
H -2.3169 -7.0558 -2.9433
H -2.6177 -4.6508 -3.4965
C 8.8221 -5.0257 4.0493
C 7.5373 -4.2538 4.1603
C 6.9514 -3.6552 3.0531
C 5.7677 -2.9329 3.1440
C 5.1489 -2.8151 4.3780
N 3.9461 -2.0720 4.5853
C 3.0235 -1.7410 3.6616
O 3.0745 -1.9950 2.4715
N 1.9300 -1.0329 4.2068
C 0.8332 -0.5830 3.5070
C -0.1980 0.0832 4.1767
C -1.3071 0.5213 3.4818
C -1.3886 0.3044 2.1210
N -0.3955 -0.3154 1.4696
C 0.6864 -0.7615 2.1311
C 5.7157 -3.4049 5.5025
C 6.8974 -4.1119 5.3904
H 9.1763 -5.0559 3.0203
H 8.6915 -6.0527 4.3920
H 9.6028 -4.5719 4.6609
H 7.4321 -3.7447 2.0867
H 5.3428 -2.4741 2.2668
H 3.7535 -1.8607 5.5508
H 1.9445 -0.8136 5.1897
H -0.1327 0.2495 5.2454
H -2.1157 1.0247 3.9917
H -2.2515 0.6088 1.5448
H 1.4571 -1.2684 1.5802
H 5.2336 -3.3129 6.4696
H 7.3289 -4.5638 6.2750
O 2.9893 -2.3005 -1.8926
C 2.0895 -1.8038 -1.3985
N 1.1240 -1.2519 -0.8672
Br -4.1232 3.0410 -2.7842
C -2.5298 2.6713 -1.8845
C -1.6610 3.6846 -1.4989
C -0.4929 3.3521 -0.8276
C -0.2301 2.0294 -0.5507
N -1.0695 1.0488 -0.9407
C -2.1984 1.3587 -1.6035
H -1.8971 4.7166 -1.7223
H 0.2076 4.1135 -0.5161
H 0.6606 1.7290 -0.0146
H -2.8412 0.5491 -1.9189

Per-atom Mulliken charges, elementary charge units: number 1, V, carries 0.400; number 2, O, carries -0.589; number 3, S, carries 1.220; number 4, O, carries -0.508; number 5, N, carries -0.011; number 6, C, carries 0.197; number 7, S, carries -0.207; number 8, C, carries 0.378; number 9, C, carries -0.769; number 10, C, carries -0.573; number 11, C, carries -0.618; number 12, C, carries -0.692; number 13, C, carries 0.713; number 14, H, carries 0.469; number 15, H, carries 0.427; number 16, H, carries 0.435; number 17, H, carries 0.494; number 18, C, carries -1.358; number 19, C, carries 0.627; number 20, C, carries -0.721; number 21, C, carries -0.349; number 22, C, carries 0.888; number 23, N, carries -0.166; number 24, C, carries 0.616; number 25, O, carries -0.681; number 26, N, carries -0.061; number 27, C, carries 0.120; number 28, C, carries -0.634; number 29, C, carries -1.080; number 30, C, carries -0.391; number 31, N, carries 1.029; number 32, C, carries -0.871; number 33, C, carries -0.711; number 34, C, carries -0.724; number 35, H, carries 0.339; number 36, H, carries 0.334; number 37, H, carries 0.333; number 38, H, carries 0.282; number 39, H, carries 0.365; number 40, H, carries 0.182; number 41, H, carries 0.229; number 42, H, carries 0.426; number 43, H, carries 0.473; number 44, H, carries 0.453; number 45, H, carries 1.142; number 46, H, carries 0.304; number 47, H, carries 0.399; number 48, O, carries -0.283; number 49, C, carries 0.638; number 50, N, carries -0.726; number 51, Br, carries -0.091; number 52, C, carries -0.535; number 53, C, carries -0.008; number 54, C, carries -0.911; number 55, C, carries -0.045; number 56, N, carries 0.352; number 57, C, carries 0.168; number 58, H, carries 0.485; number 59, H, carries 0.448; number 60, H, carries 0.433; number 61, H, carries 0.511

---

Record 4
Formula: C26H21ClFeN3O3S2
Source: the Open Molecules 2025 dataset
Level of theory: ωB97M-V with the def2-TZVPD basis set

LUMO energy (spin up / spin down) ... 2.24 / 2.24 eV
Highest occupied orbital energy (spin up / spin down) ... -3.846 / -3.991 eV
Multiplicity ... 5
Charge ... -1

Cartesian coordinates (Å):
Fe 0.1118 -2.5804 0.1686
S 2.2092 -2.9643 -0.8794
C 3.1718 -3.1204 0.6009
C 4.5590 -2.9686 0.4969
C 5.4028 -3.0966 1.5914
C 4.8559 -3.3815 2.8349
C 3.4808 -3.5268 2.9607
C 2.6102 -3.4020 1.8701
S 0.8678 -3.5747 2.1503
H 4.9742 -2.7514 -0.4818
H 6.4734 -2.9728 1.4718
H 5.4947 -3.4836 3.7056
H 3.0460 -3.7381 3.9322
C -0.7088 4.7472 -4.1106
C 0.0613 4.5670 -2.8273
C 1.0558 3.6054 -2.7068
C 1.7650 3.4252 -1.5256
C 1.4682 4.2024 -0.4142
N 2.1370 4.0623 0.8264
C 2.9372 3.0171 1.2670
O 3.9073 3.2194 1.9692
N 2.5421 1.7488 0.9151
C 1.2515 1.2832 0.5680
C 0.0759 1.8547 1.0203
C -1.1261 1.3183 0.6109
C -1.1222 0.1939 -0.2013
N 0.0050 -0.3895 -0.6051
C 1.1653 0.1616 -0.2415
C 0.4830 5.1789 -0.5209
C -0.2007 5.3598 -1.7119
H -0.3192 4.1003 -4.8967
H -0.6522 5.7776 -4.4663
H -1.7654 4.5051 -3.9775
H 1.2930 2.9746 -3.5567
H 2.5452 2.6780 -1.4747
H 2.3554 4.9131 1.3196
H 3.2328 1.0486 1.1469
H 0.1040 2.7025 1.6957
H -2.0646 1.7348 0.9497
H -2.0454 -0.2615 -0.5328
H 2.0581 -0.3591 -0.5774
H 0.2433 5.7879 0.3444
H -0.9685 6.1243 -1.7673
Cl -8.3245 -4.0971 0.1352
C -6.6051 -3.7666 0.1825
C -5.8638 -3.8891 -0.9786
C -4.5007 -3.6291 -0.9318
C -3.8945 -3.2387 0.2533
C -4.6590 -3.1171 1.4075
C -6.0194 -3.3892 1.3804
C -2.4205 -2.9328 0.2553
O -1.9156 -2.2857 1.2013
O -1.7419 -3.3349 -0.7245
H -6.3459 -4.1887 -1.8996
H -3.8858 -3.7381 -1.8165
H -4.1698 -2.8058 2.3219
H -6.6245 -3.3080 2.2732

Per-atom Mulliken charges, elementary charge units: number 1, Fe, carries 0.284; number 2, S, carries -0.439; number 3, C, carries 0.270; number 4, C, carries -0.618; number 5, C, carries -0.520; number 6, C, carries -0.447; number 7, C, carries -0.595; number 8, C, carries 0.574; number 9, S, carries -0.498; number 10, H, carries 0.358; number 11, H, carries 0.348; number 12, H, carries 0.326; number 13, H, carries 0.357; number 14, C, carries -1.426; number 15, C, carries 0.774; number 16, C, carries -0.768; number 17, C, carries -0.278; number 18, C, carries 0.360; number 19, N, carries -0.079; number 20, C, carries 0.231; number 21, O, carries -0.687; number 22, N, carries -0.083; number 23, C, carries 0.468; number 24, C, carries -0.021; number 25, C, carries -0.819; number 26, C, carries -0.429; number 27, N, carries -0.755; number 28, C, carries -0.366; number 29, C, carries -0.499; number 30, C, carries -0.650; number 31, H, carries 0.340; number 32, H, carries 0.352; number 33, H, carries 0.302; number 34, H, carries 0.299; number 35, H, carries 0.498; number 36, H, carries 0.262; number 37, H, carries 0.248; number 38, H, carries 0.473; number 39, H, carries 0.456; number 40, H, carries 0.550; number 41, H, carries 0.583; number 42, H, carries 0.389; number 43, H, carries 0.364; number 44, Cl, carries -0.242; number 45, C, carries 0.447; number 46, C, carries -0.674; number 47, C, carries -0.220; number 48, C, carries -0.114; number 49, C, carries -0.171; number 50, C, carries -0.653; number 51, C, carries 1.185; number 52, O, carries -0.764; number 53, O, carries -0.969; number 54, H, carries 0.400; number 55, H, carries 0.440; number 56, H, carries 0.442; number 57, H, carries 0.406